This record from the Open Molecules 2025 dataset describes a molecular structure, C44H120CdN7O20. The level of theory is ωB97M-V/def2-TZVPD.

XYZ file:
```
192
Properties=species:S:1:pos:R:3:forces:R:3
Cd -5.4802 -10.3976 -26.6932 0.7723 0.5501 1.4439
C -5.5320 -8.0950 -23.5426 -0.9074 0.4954 -0.3548
C -5.2781 -9.5681 -23.5052 0.7855 -0.4203 -1.0504
O -5.7757 -10.2468 -24.6664 -0.8905 -0.1734 0.3488
H -6.6007 -7.8867 -23.6665 0.0977 -0.0877 0.1902
H -5.0781 -7.6974 -24.4440 0.3596 0.2506 -0.0386
H -5.1884 -7.5448 -22.6653 0.1774 -0.1241 -0.0107
H -5.7305 -10.0320 -22.6197 0.0931 -0.0732 -0.1260
H -4.1775 -9.7027 -23.5031 -0.3064 -0.1875 0.4128
O -3.7428 -9.0512 -27.0923 0.9481 1.7543 -0.5659
H -3.6780 -8.0179 -26.8827 -0.6013 -1.1001 -0.1539
H -3.0495 -9.2077 -27.7677 -0.6175 0.1348 0.4781
O -8.2106 -11.5208 -23.7541 0.8351 0.1506 -0.4152
H -7.3006 -11.3596 -24.1247 -1.0151 0.3600 0.6028
H -8.5181 -10.6593 -23.4263 0.1745 -0.3395 -0.0866
O -6.6552 -5.4514 -25.6655 -0.8047 -1.1285 0.0530
H -7.0508 -4.6659 -26.0674 0.0008 -0.2027 0.0591
H -7.4104 -6.1314 -25.6664 0.7500 1.1434 0.0315
O -4.0281 -6.3392 -26.5690 1.6561 0.5807 1.8186
H -3.2877 -5.7697 -26.0632 -1.7719 -1.3970 -1.3666
H -4.8218 -6.3022 -25.9804 0.3720 0.4616 -0.7128
O -3.8869 -11.8579 -26.3400 1.2289 -0.7735 0.2180
H -3.7612 -12.6151 -25.5980 -0.7072 -0.0922 -1.1977
H -2.9945 -11.6514 -26.6764 -0.6086 -0.1602 0.2282
C -9.4333 -8.2518 -20.9701 0.6889 -0.1576 0.8902
O -9.7071 -8.5341 -22.3082 0.1959 -0.0153 -0.5755
C -9.3414 -7.4722 -23.1712 -0.4045 -0.2861 -0.4821
C -9.2553 -8.0807 -24.5778 -0.1130 0.3774 0.6006
N -9.0906 -7.0490 -25.6403 -0.3062 -0.9288 -0.2080
C -10.2189 -6.1021 -25.6844 -0.5287 -0.0523 -0.0038
C -10.2994 -5.2621 -26.9462 -2.4507 -1.1288 0.1511
O -9.2699 -4.4057 -27.0905 2.3591 0.8554 -1.0762
C -8.9259 -4.1306 -28.4586 -0.4063 1.0441 0.3720
H -8.3404 -8.1856 -20.7754 -0.3621 0.1314 -0.2244
H -9.7852 -9.0956 -20.3781 -0.1947 0.1049 -0.0114
H -9.8973 -7.3228 -20.6164 -0.0772 -0.0953 -0.1171
H -8.3717 -7.0507 -22.8699 -0.2214 0.1288 -0.0630
H -10.1301 -6.7039 -23.1482 0.3480 0.0042 0.1901
H -10.1605 -8.7009 -24.7282 0.2275 0.2851 0.0022
H -8.3899 -8.7545 -24.5629 -0.0968 0.1179 -0.3730
H -9.1913 -7.6135 -26.4936 0.3240 0.5207 0.1127
H -10.1979 -5.4083 -24.8446 0.2877 -0.1061 0.1163
H -11.1849 -6.6421 -25.6169 0.2477 0.1289 0.0484
H -11.2493 -4.7009 -26.8759 0.0063 -0.0919 0.0966
H -10.4603 -5.8959 -27.8346 0.3547 -0.1680 0.1040
H -9.4840 -3.2470 -28.8215 0.0939 -0.3223 0.1707
H -9.1632 -4.9546 -29.1316 0.1641 -0.2251 0.1701
H -7.8700 -3.8710 -28.4946 0.0413 -0.1899 -0.0075
C -7.0851 -4.3727 -22.3579 -0.2003 -0.0280 -0.1351
O -7.0203 -3.2319 -21.5217 0.4872 -0.1667 -0.3586
C -5.6978 -2.9257 -21.0897 0.4898 -2.3736 -1.0522
C -5.7405 -1.7489 -20.2499 -0.6569 2.2420 0.8482
N -5.8467 -0.5502 -21.1139 -0.8920 -0.3096 0.2522
C -6.1737 0.6283 -20.3301 0.2685 0.1121 1.6259
C -6.0186 1.8942 -21.0968 0.6632 0.5766 0.4481
O -6.9448 1.9050 -22.1194 -0.7214 -0.0957 -0.7884
C -7.0516 3.1749 -22.6883 -0.0791 0.6047 -0.3733
H -6.2938 -4.4517 -23.1268 -0.0397 0.3127 0.4091
H -8.0227 -4.2811 -22.9129 0.0074 -0.2422 0.1563
H -7.0788 -5.3063 -21.7620 -0.0182 0.2793 -0.1428
H -5.0436 -2.7649 -21.9704 -0.2551 0.1256 0.2076
H -5.2525 -3.7990 -20.5665 -0.3362 0.2246 0.0254
H -4.8678 -1.6544 -19.6027 0.1565 -0.0173 -0.1611
H -6.6253 -1.7851 -19.5808 0.3127 -0.2915 -0.0893
H -6.6832 -0.7202 -21.6915 0.6528 0.0796 -0.0300
H -5.5118 0.6980 -19.4439 0.1087 -0.1744 -0.4891
H -7.1776 0.6225 -19.8430 0.1788 -0.2327 -0.5589
H -5.0026 2.0020 -21.5117 -0.0345 -0.1656 0.0956
H -6.1809 2.7670 -20.4402 -0.0031 -0.1970 0.0960
H -6.0625 3.6030 -22.9247 -0.1640 -0.1220 0.0597
H -7.5808 3.8768 -22.0214 0.1526 -0.1535 -0.0638
H -7.6136 3.0911 -23.6157 -0.0506 -0.0295 -0.0050
C 6.3462 -5.4187 -26.7365 0.5501 0.4664 -0.9079
O 5.8624 -5.7919 -25.4957 -0.3385 -0.0271 0.5756
C 5.3668 -7.1132 -25.5106 0.5853 -0.5007 -1.0729
C 5.0808 -7.5279 -24.0970 0.3007 -0.6532 0.2705
N 3.8041 -7.1233 -23.5575 -0.0869 0.3182 0.0361
C 2.6545 -7.7716 -24.1750 0.4396 -0.1284 -0.3946
C 1.4286 -7.1394 -23.6159 -1.0635 -1.6318 -1.1927
O 0.2835 -7.6018 -24.3092 0.0417 -0.2334 -0.5411
C -0.8525 -7.4529 -23.4948 -0.2739 0.0377 -1.8310
H 7.2075 -6.0434 -27.0413 -0.3103 0.0038 0.0023
H 6.7138 -4.3937 -26.6807 -0.0954 0.0048 0.1115
H 5.5712 -5.4552 -27.5193 0.1946 -0.0256 0.1695
H 6.1406 -7.7844 -25.9575 -0.1354 0.2664 0.3727
H 4.5187 -7.2020 -26.2163 0.0989 0.1366 0.8223
H 5.8836 -7.1300 -23.4698 -0.0743 0.1294 -0.0210
H 5.1864 -8.6155 -24.0098 -0.2558 0.0357 -0.0531
H 3.7296 -6.1109 -23.6598 0.0015 -0.2341 -0.0802
H 2.6377 -8.8268 -23.8767 0.1699 0.0382 -0.1369
H 2.6452 -7.7229 -25.2778 -0.0403 0.0380 0.3368
H 1.4450 -6.0339 -23.6034 -0.6369 -0.7252 -2.2570
H 1.3221 -7.4351 -22.5561 0.1267 -0.6167 -0.6800
H -0.8689 -8.2419 -22.7331 -0.4188 -0.2843 -0.5994
H -1.7109 -7.5128 -24.1347 -0.6456 -0.2119 -0.4205
H -0.8299 -6.4767 -22.9987 -0.5600 -0.3172 -1.2827
C 4.8674 -5.2258 -18.5713 -0.2966 -0.5552 0.8703
O 3.7075 -5.2256 -19.3544 -0.5020 0.2309 0.7924
C 3.9804 -5.4032 -20.7032 0.8579 -0.3537 -0.6510
C 2.9466 -4.6855 -21.5274 -1.2492 -0.1031 -0.3236
N 1.6849 -5.4159 -21.8296 0.5806 1.4586 2.3243
C 0.9825 -6.0208 -20.6462 1.6679 0.1415 -0.5259
C -0.3620 -6.4962 -21.0604 -0.3122 -0.1416 0.5398
O -1.0206 -7.0050 -19.9338 -1.0929 -0.3150 0.5317
C -2.3807 -7.3349 -20.1949 0.1018 -0.6846 0.0943
H 5.5329 -4.4187 -18.8738 0.3241 -0.0961 -0.0689
H 5.3399 -6.2195 -18.5814 0.3130 0.2755 -0.2740
H 4.5721 -5.0724 -17.5288 -0.0589 0.1813 -0.1829
H 4.0698 -6.4734 -20.9554 -0.2213 0.1595 -0.0384
H 4.9693 -4.9732 -20.9259 -0.0511 0.0968 -0.0970
H 3.3696 -4.3876 -22.4945 -0.0042 -0.0640 0.0999
H 2.6994 -3.7578 -21.0035 0.0146 -0.0094 -0.0141
H 1.8669 -6.1177 -22.5392 0.9334 1.6409 3.2046
H 0.8763 -5.2972 -19.8388 0.1676 0.1629 -0.0920
H 1.5594 -6.8768 -20.2373 -0.1907 0.2824 -0.0126
H -0.3182 -7.2644 -21.8613 0.5687 1.2491 3.0466
H -0.9498 -5.6395 -21.4376 0.1121 0.0057 -0.0937
H -2.7679 -7.8575 -19.3127 0.1895 0.1896 -0.0758
H -2.4762 -8.0664 -21.0336 0.0781 0.5717 0.2795
H -3.0526 -6.4711 -20.3707 0.5538 -0.0635 -0.1229
C -2.6890 -10.7619 -17.9225 -0.9012 0.3970 0.5706
O -2.0182 -11.1903 -19.0728 -0.1081 -0.0401 -0.4873
C -2.8120 -11.1659 -20.2492 0.4401 1.5600 -0.3046
C -3.8668 -12.2106 -20.3040 -0.3513 -1.0317 0.7796
N -3.2407 -13.4805 -19.9581 -0.0360 -0.2261 0.2345
C -4.1918 -14.5348 -19.6220 -0.8667 0.3727 -0.5192
C -3.5152 -15.6637 -18.8978 0.5880 0.7424 0.0587
O -3.0131 -15.0920 -17.7079 -0.1932 -0.1143 0.4976
C -2.2970 -16.0337 -16.9458 0.7066 0.0761 -0.1092
H -3.0362 -9.7135 -18.0054 0.2145 -0.2779 -0.0752
H -2.0135 -10.8321 -17.0750 0.1716 -0.0079 -0.0823
H -3.5864 -11.3615 -17.6709 0.3451 0.0086 -0.2328
H -2.1130 -11.2740 -21.0866 0.0266 -0.2514 0.1900
H -3.2876 -10.1711 -20.4123 0.2176 -0.3015 0.3694
H -4.2719 -12.2059 -21.3188 -0.2386 -0.1242 0.0728
H -4.6841 -12.0374 -19.5744 0.0383 0.3856 -0.4360
H -2.6819 -13.2824 -19.1206 -0.0864 -0.3009 -0.4021
H -4.6805 -14.9020 -20.5448 0.2710 -0.0030 0.1896
H -5.0420 -14.1687 -18.9930 0.4882 -0.0664 -0.1429
H -2.6189 -15.9899 -19.4515 -0.5171 -0.4456 -0.2292
H -4.2321 -16.4585 -18.6774 0.1713 -0.2459 -0.1301
H -2.9406 -16.8173 -16.5353 -0.0132 -0.0275 -0.0912
H -1.8082 -15.5018 -16.1328 -0.1440 0.0353 0.1063
H -1.4867 -16.4798 -17.5558 -0.3541 -0.0583 0.1822
C -1.7842 -15.7613 -22.3008 -1.1481 -1.0765 1.6593
O -1.7376 -15.4110 -23.6308 0.5019 0.6449 -1.0419
C -1.7573 -14.0097 -23.8361 0.6221 -0.2118 -0.1334
C -3.1215 -13.4076 -23.5740 -0.0562 -0.3891 0.6679
N -4.0491 -13.8862 -24.6186 -0.2264 0.5923 0.4309
C -5.4999 -13.6280 -24.3708 0.9403 0.2931 -0.1458
C -6.2824 -14.6331 -25.1477 -0.4283 0.5662 -1.2355
O -6.1004 -15.8887 -24.6261 -0.0518 -1.2459 0.2307
C -6.9984 -16.2032 -23.5935 -0.4073 -0.0672 0.4933
H -2.7968 -15.5895 -21.8952 0.2628 0.0848 0.0983
H -1.0851 -15.2770 -21.6090 0.1816 0.3078 -0.4684
H -1.6370 -16.8396 -22.2168 0.1795 0.0317 -0.2059
H -1.4525 -13.8793 -24.8844 -0.2508 0.0970 0.1342
H -0.9761 -13.5198 -23.2309 -0.2965 -0.1116 0.0892
H -2.9755 -12.3168 -23.4995 -0.5605 -0.1619 -0.4374
H -3.5006 -13.7419 -22.5965 0.3404 0.2103 -0.0253
H -3.9502 -14.9111 -24.6091 0.2136 0.4536 -0.4023
H -5.7104 -12.6418 -24.7679 -0.1849 0.3727 0.3939
H -5.7545 -13.6831 -23.3052 0.0432 0.1901 -0.0887
H -5.9180 -14.6917 -26.1816 0.1631 0.2214 0.0594
H -7.3411 -14.3525 -25.2436 0.0107 -0.0263 0.3614
H -6.7906 -17.2328 -23.3216 -0.0241 -0.0124 0.2291
H -8.0524 -16.1290 -23.9061 0.2698 -0.0035 -0.1739
H -6.8857 -15.5372 -22.7218 0.1028 -0.2337 -0.1176
C -2.5872 -4.2977 -24.0340 0.2781 0.0055 0.9238
O -2.0532 -4.8036 -25.2278 0.6015 0.0199 -0.2826
C -0.8352 -4.1354 -25.6888 -0.8456 0.2280 0.4404
C -0.5227 -4.7664 -27.0242 -0.7357 -1.0596 0.3593
N 0.4040 -5.8834 -26.8751 0.2856 0.2874 -0.3555
C 0.5839 -6.5918 -28.1349 0.1673 -0.5755 0.2316
C 1.4652 -7.8467 -27.9503 -0.9973 -0.0547 0.8303
O 2.7723 -7.5956 -27.4812 -0.5288 -0.3482 -0.0410
C 3.6281 -7.1659 -28.4895 -0.0698 -0.4223 -1.8311
H -2.9332 -3.2605 -24.1153 0.0095 -0.0925 -0.1651
H -1.8499 -4.3498 -23.2131 -0.1006 0.1069 -0.2483
H -3.4157 -4.9461 -23.7436 -0.1150 0.1062 -0.1068
H -0.0241 -4.2728 -24.9555 -0.2402 -0.0947 -0.1343
H -1.0666 -3.0592 -25.7419 0.1460 -0.2625 -0.1690
H -0.1838 -4.0598 -27.7755 0.2903 0.1007 0.0374
H -1.5175 -5.1528 -27.3560 0.4002 0.3778 -0.3102
H 0.1630 -6.4938 -26.0839 0.0200 0.1952 -0.5139
H 1.0442 -5.9146 -28.8657 -0.2008 -0.0197 0.0660
H -0.3939 -6.9427 -28.5575 0.4449 0.1697 0.0257
H 1.4684 -8.4833 -28.8489 0.1553 0.3353 -0.0268
H 0.9599 -8.4417 -27.1629 0.3831 0.1510 -0.1780
H 4.6559 -7.3008 -28.1795 0.0562 0.3160 0.1604
H 3.4013 -6.1457 -28.8240 0.3134 0.0675 0.2804
H 3.5245 -7.7998 -29.4071 -0.0665 0.2258 0.5249
```
Forces are in eV/Å.

lowest unoccupied orbital energy = -5.134 eV
relative energy (zero: lowest compared OMol25 entry of this formula, charge and spin) = 0.0 kJ/mol
HOMO-LUMO gap = 4.8179 eV
total charge = +1
M = 1179.88 g mol⁻¹
multiplicity = 1

Löwdin atomic charge list, values in e, 99 entries: Cd 1.47; C -0.08; C -0.37; O -0.49; H 0.05; H 0.05; H 0.08; H 0.11; H 0.10; O -0.19; H 0.07; H 0.07; O -0.09; H -0.01; H 0.01; O -0.10; H 0.03; H 0.04; O -0.12; H 0.09; H 0.01; O -0.21; H 0.06; H 0.06; C -0.12; O -0.19; C -0.22; C -0.18; N -0.07; C -0.19; C -0.29; O -0.18; C -0.06; H 0.09; H 0.09; H 0.10; H 0.10; H 0.12; H 0.13; H 0.09; H 0.12; H 0.12; H 0.13; H 0.14; H 0.12; H 0.10; H 0.08; H 0.09; C -0.12; O -0.18; C -0.26; C -0.23; N -0.04; C -0.24; C -0.28; O -0.18; C -0.12; H 0.07; H 0.08; H 0.08; H 0.12; H 0.13; H 0.13; H 0.13; H 0.12; H 0.13; H 0.13; H 0.13; H 0.13; H 0.09; H 0.09; H 0.09; C -0.13; O -0.17; C -0.23; C -0.19; N -0.04; C -0.15; C -0.25; O -0.16; C -0.12; H 0.10; H 0.09; H 0.07; H 0.14; H 0.09; H 0.13; H 0.12; H 0.10; H 0.14; H 0.11; H 0.13; H 0.13; H 0.10; H 0.09; H 0.06; C -0.11; O -0.20; C -0.27